1.
This record from OMol25 describes C7H10O as an isolated structure at a distorted geometry. The level of theory is ωB97M-V/def2-TZVPD.

Calculated values
2S+1: 1
Orbital gap: 7.470 eV
Strongest force on any atom: 8.85 eV/Å
HOMO: -0.3016 Ha

Geometry (Å):
C  0.06  1.16  -0.25
C  -0.43  -0.22  -0.35
C  -1.92  -0.14  -0.11
C  -2.86  -1.33  0.03
C  0.62  0.26  0.82
C  1.69  -0.64  0.37
C  2.93  -0.42  -0.26
H  -0.06  3.43  -0.17
H  0.72  1.42  -1.20
H  0.20  -1.01  -1.07
H  -2.36  1.00  0.12
H  -2.79  -2.78  -0.09
H  -4.08  -0.79  0.19
H  0.25  0.40  1.76
H  2.22  -1.42  1.26
H  3.58  -1.46  -0.13
H  3.09  0.29  -1.14
O  -0.84  2.25  0.20

=====

2.
This record from OMol25 describes C7H10O as an isolated structure at a distorted geometry. The level of theory is ωB97M-V/def2-TZVPD.

Calculated values
2S+1: 1
Orbital gap: 8.307 eV
Strongest force on any atom: 5.90 eV/Å
HOMO: -0.3100 Ha

Geometry (Å):
C  -0.79  -0.60  -0.64
C  0.59  -0.83  0.13
C  0.47  -1.46  1.50
C  -0.68  -2.27  1.73
C  0.08  0.50  0.19
C  0.47  1.81  -0.24
C  0.88  2.27  -1.57
H  0.23  0.88  -1.90
H  -1.82  -0.64  -0.10
H  1.53  -1.14  -0.56
H  0.94  -1.05  2.55
H  -1.39  -2.94  2.74
H  -1.11  -2.35  0.51
H  -0.39  0.64  1.33
H  0.04  2.59  0.70
H  0.63  3.41  -1.89
H  1.23  1.64  -2.48
O  -0.92  -0.47  -2.00

=====

3.
This record from OMol25 describes one molecule with the formula C7H10O at a distorted geometry. The level of theory is ωB97M-V/def2-TZVPD.

Calculated values
2S+1: 1
Orbital gap: 10.050 eV
Strongest force on any atom: 3.59 eV/Å
HOMO: -0.3270 Ha

Geometry (Å):
C  -1.54  -1.44  -1.70
C  -1.51  -0.15  -1.93
C  1.15  0.42  0.06
C  0.84  -0.54  -1.06
C  0.27  -0.05  1.17
C  -0.63  -0.69  -0.88
C  0.10  1.09  2.21
O  -0.96  -0.33  0.49
H  -1.90  -2.45  -1.85
H  -1.88  0.81  -2.27
H  2.24  0.57  0.26
H  0.75  1.36  -0.24
H  1.35  -0.30  -2.07
H  1.18  -1.54  -0.89
H  0.57  -0.88  1.66
H  -0.55  0.81  3.06
H  -0.50  1.75  1.61
H  1.02  1.57  2.36

=====

4.
This record from OMol25 describes one molecule with the formula C7H10O2Si at a distorted geometry. The level of theory is ωB97M-V/def2-TZVPD.

Calculated values
2S+1: 1
Orbital gap: 11.108 eV
Strongest force on any atom: 3.54 eV/Å
HOMO: -0.3798 Ha

Geometry (Å):
C  -0.10  1.87  -2.99
C  -0.24  1.72  -1.80
C  4.33  -1.12  1.15
C  3.47  -0.17  0.80
C  1.98  -0.56  0.76
C  -3.01  -0.18  -0.65
C  -1.57  -0.62  -0.29
O  1.56  -1.67  0.99
O  1.26  0.39  0.24
Si  -0.38  0.87  -0.17
H  -0.15  2.03  -4.08
H  5.39  -1.01  0.99
H  3.85  -2.17  1.20
H  3.70  0.84  0.55
H  -3.35  0.53  0.17
H  -3.01  0.56  -1.53
H  -3.66  -1.01  -0.89
H  -1.15  -1.39  -0.92
H  -1.68  -1.18  0.71
H  -0.72  2.22  0.83

=====

5.
This record from OMol25 describes a 2-piece molecular cluster, C7H10O3 overall at a distorted geometry. The level of theory is ωB97M-V/def2-TZVPD.

Calculated values
2S+1: 1
Orbital gap: 7.864 eV
Strongest force on any atom: 3.52 eV/Å
HOMO: -0.2677 Ha

Geometry (Å):
C  1.11  0.01  1.48
C  2.14  0.75  1.16
C  0.34  2.14  0.71
C  -0.10  0.66  1.13
C  0.38  -2.02  -0.80
C  -0.15  -1.03  -1.45
C  -1.39  0.31  1.05
O  1.77  2.01  0.65
O  -1.80  -0.92  1.23
O  -2.36  1.15  0.69
H  1.18  -1.01  1.77
H  3.18  0.65  1.12
H  0.08  2.91  1.49
H  -0.08  2.65  -0.21
H  0.01  -2.95  -0.41
H  1.43  -1.85  -0.57
H  0.50  -0.27  -1.83
H  -1.24  -1.17  -1.78
H  -2.59  -0.81  1.78
H  -2.02  2.01  0.46

=====

6.
This record from OMol25 describes one molecule with the formula C7H10O3 at a distorted geometry. The level of theory is ωB97M-V/def2-TZVPD.

Calculated values
2S+1: 1
Orbital gap: 9.142 eV
Strongest force on any atom: 4.45 eV/Å
HOMO: -0.3105 Ha

Geometry (Å):
C  -0.57  0.84  -0.45
C  0.45  0.26  -1.06
C  -0.68  -0.69  -0.37
C  -0.76  -1.35  1.09
C  -1.30  2.14  -0.45
C  -0.32  -0.40  2.12
C  2.48  -0.77  -1.92
O  -1.30  -1.38  -1.39
O  -1.32  -2.39  1.25
O  1.66  0.41  -1.50
H  -0.66  2.93  -1.00
H  -1.45  2.28  0.61
H  -2.29  2.13  -0.88
H  -0.44  0.63  1.66
H  0.72  -0.61  2.29
H  -1.00  -0.40  3.10
H  3.37  -0.81  -1.14
H  2.67  -0.56  -2.94
H  1.79  -1.77  -1.90
H  -2.11  -1.82  -1.01

=====

7.
This record from OMol25 describes C7H10S as an isolated structure at a distorted geometry. The level of theory is ωB97M-V/def2-TZVPD.

Calculated values
2S+1: 1
Orbital gap: 8.277 eV
Strongest force on any atom: 5.28 eV/Å
HOMO: -0.3093 Ha

Geometry (Å):
C  -1.09  1.77  -0.13
C  0.21  1.00  -0.15
C  0.29  -0.01  0.95
C  1.65  -0.65  0.63
C  1.64  -0.92  -0.67
C  0.37  -0.34  -1.08
C  -0.44  -1.09  -0.06
H  -1.26  2.47  0.61
H  -0.96  2.40  -1.04
H  -1.90  1.07  -0.12
H  1.24  1.50  -0.08
H  -0.15  0.32  1.86
H  2.65  -0.67  1.26
H  2.58  -1.38  -1.21
H  -0.06  -0.25  -2.12
H  -0.15  -2.16  0.19
H  -2.40  -2.11  1.28
S  -2.21  -0.96  -0.12

=====

8.
This record from OMol25 describes one molecule with the formula C7H10S2 at a distorted geometry. The level of theory is ωB97M-V/def2-TZVPD.

Calculated values
2S+1: 1
Orbital gap: 8.107 eV
Strongest force on any atom: 4.23 eV/Å
HOMO: -0.3028 Ha

Geometry (Å):
C  0.14  -0.24  0.22
C  1.83  -0.20  0.27
C  -1.15  -1.09  -0.07
C  -0.15  1.06  -0.77
C  -1.87  -0.34  -1.15
C  -1.63  1.13  -0.94
C  1.92  -2.77  -1.13
S  -1.46  -2.52  0.54
S  2.80  -1.22  -0.48
H  -0.09  0.03  1.20
H  0.34  1.93  -0.55
H  0.26  0.68  -1.74
H  -1.06  -0.49  -1.98
H  -2.69  -0.84  -1.51
H  -2.18  1.69  -0.10
H  -1.71  1.58  -1.99
H  0.93  -2.77  -0.60
H  2.60  -3.57  -0.61
H  1.86  -2.80  -2.17

=====

9.
This record from OMol25 describes a 2-piece molecular cluster, C7H10S3 overall at a distorted geometry. The level of theory is ωB97M-V/def2-TZVPD.

Calculated values
2S+1: 1
Orbital gap (alpha / beta): 7.226 / 5.875 eV
Strongest force on any atom: 3.68 eV/Å
HOMO (alpha / beta): -0.2977 / -0.2581 Ha

Geometry (Å):
C  2.73  -1.21  -1.16
C  1.28  -1.25  -1.07
C  3.37  -0.72  -0.02
C  0.89  -0.98  0.28
C  -3.13  -1.11  0.71
C  0.41  2.74  0.67
C  -0.40  -0.94  0.77
S  2.29  -0.53  1.30
S  -1.63  -1.60  -0.22
S  -1.11  1.70  0.64
H  3.41  -1.27  -1.98
H  0.58  -1.74  -1.70
H  4.37  -0.76  0.17
H  -3.14  -1.40  1.77
H  -3.86  -1.55  0.08
H  -3.25  -0.10  0.37
H  0.16  3.44  -0.21
H  1.21  1.92  0.58
H  0.58  3.29  1.64
H  -0.84  -0.78  1.69

=====

10.
This record from OMol25 describes C7H11AgO5 as an isolated structure at a distorted geometry. The level of theory is ωB97M-V/def2-TZVPD.

Calculated values
2S+1: 1
Orbital gap: 8.619 eV
Strongest force on any atom: 2.52 eV/Å
HOMO: -0.3030 Ha

Geometry (Å):
O  1.05  2.29  0.10
C  0.76  2.07  -1.06
C  -0.67  1.67  -1.41
O  -1.53  1.91  -0.40
C  0.24  -1.73  -0.20
C  1.09  -1.30  0.98
O  0.29  -0.61  1.92
C  0.94  -0.31  3.13
H  1.53  1.88  -1.83
H  0.84  -2.38  -0.85
H  -0.67  -2.21  0.17
H  1.50  -2.21  1.45
H  1.93  -0.65  0.69
H  0.20  -0.34  3.95
H  1.75  -1.02  3.36
H  1.36  0.71  3.07
O  -0.14  -0.62  -0.94
C  -0.70  0.18  -1.90
C  -2.14  -0.19  -2.12
O  -2.82  -0.75  -1.29
Ag  -1.16  0.85  1.27
H  -0.15  0.10  -2.86
H  -2.63  0.41  -2.92
H  -0.88  2.26  -2.34